--- a ---
{
  "formula": "C2H9N4",
  "method": "wB97M-V/def2-TZVPD",
  "spin_multiplicity": 1,
  "charge": 1,
  "lumo_energy_ev": -4.22,
  "elements": ["C", "C", "N", "N", "N", "N", "H", "H", "H", "H", "H", "H", "H", "H", "H"],
  "xyz": [[1.8923, 0.4064, -0.6133], [-0.0474, 0.0106, 0.9070], [0.7464, 0.4078, -0.0490], [-0.8883, -1.0088, 0.7685], [-0.2173, 0.8514, 1.9949], [-0.7949, -0.4233, -1.6457], [2.6807, -0.2736, -0.2341], [2.0478, 1.0720, -1.3087], [-1.1645, -1.1042, -0.2629], [-1.5166, -1.3293, 1.5195], [0.5291, 1.5004, 2.1608], [-0.8246, 0.5994, 2.7728], [-1.4383, -0.8809, -2.1820], [0.0993, -0.3324, -2.1733], [-1.1039, 0.5045, -1.6545]]
}



--- b ---
{
  "formula": "C2H9N4",
  "method": "wB97M-V/def2-TZVPD",
  "spin_multiplicity": 1,
  "charge": 1,
  "smiles": "CN1CNN[NH2+]1",
  "lumo_energy_ev": -3.42,
  "elements": ["C", "C", "N", "N", "N", "N", "H", "H", "H", "H", "H", "H", "H", "H", "H"],
  "xyz": [[1.3381, 1.1515, 0.6073], [0.4762, -1.2652, -0.2021], [-1.7111, -0.6974, -0.3729], [-0.8021, -1.3127, 0.3888], [0.6120, 0.2590, -0.5909], [-0.7265, 0.6694, -0.8549], [2.3472, 1.0256, 0.4268], [1.2009, 2.2208, 0.5560], [0.8432, 0.7379, 1.4538], [1.3041, -1.5265, 0.4882], [0.6821, -1.8783, -1.0895], [-2.5105, -0.2488, 0.1595], [-1.1017, 1.5750, -0.5759], [-1.0943, 0.5017, -1.7791], [-0.8577, -1.2120, 1.3849]]
}



Ordering by calculated energy gives the sequence a, b, with the first entry being the most stable.